38
Properties=species:S:1:pos:R:3 method="wB97M-V/def2-TZVPD" e_tot_ha=-953.8935 smiles="N[C@@H](CC(=O)O)C(=O)O.CC(C)C[C@H](N)C(=O)O" total_charge=0 homo_energy_ha=-0.354 relative_energy_kcal_mol=105.4 homo_lumo_gap_ev=10.2 e_lumo_ev=0.57
C -2.30758 -2.96414 -2.60067
C -2.74914 -4.42709 -2.66414
C -1.01859 -2.74501 -1.75279
C 0.12828 -3.79729 -1.92946
C 2.51643 3.30543 1.42558
C 2.28772 4.22742 2.61312
C 1.24749 2.99217 0.57854
C 0.68203 1.63887 1.03921
C -0.65418 1.37553 0.22817
C 0.30771 1.71209 2.53604
H -4.15720 -2.43127 -2.28043
H -3.31305 -1.93068 -1.35971
H -2.06618 -2.70057 -3.63339
H -0.61592 -1.77408 -1.95410
H -1.29143 -2.76229 -0.79365
H 1.59074 -4.46682 -1.06932
H -4.19362 -5.08791 -3.65328
H 3.76703 2.31325 2.59428
H 3.77940 1.86513 1.09709
H 3.13949 3.94438 0.78296
H 1.43648 2.97288 -0.46903
H 0.57904 3.82721 0.73923
H 1.33586 0.82078 0.84538
H -1.33902 2.17407 0.37284
H -1.18003 0.40536 0.42590
H -0.38874 1.37547 -0.89403
H -0.47862 0.97292 2.70478
H 1.09662 1.47971 3.15777
H -0.11424 2.65515 2.74303
H 2.55649 4.25326 4.49789
N -3.40079 -2.10025 -2.15481
N 3.21741 2.12066 1.81478
O -2.34150 -5.49356 -2.18288
O 0.25022 -4.60155 -2.82755
O 0.94760 -3.89950 -0.83919
O -3.85771 -4.24334 -3.52170
O 1.81858 5.34995 2.54882
O 2.78289 3.64366 3.83475